(a)
# C6H8N2O

One molecule with the formula C6H8N2O (wB97M-V/def2-TZVPD, the Open Molecules 2025 dataset).

The LUMO energy comes out at 0.45 eV. Its SMILES is CC(=O)c1nccn1C. Its total charge is 0. The value obtained for the HOMO-LUMO gap is 9.8 eV.

Geometry (Å):
C: 0.594 -2.115 -1.077
C: -0.395 -0.973 -1.096
C: -0.344 0.150 -0.143
C: -0.871 2.018 0.823
C: 0.243 1.556 1.405
C: 1.830 -0.339 1.159
H: 0.424 -2.852 -1.770
H: 1.684 -1.460 -1.276
H: 0.558 -2.543 0.023
H: -1.515 2.981 1.040
H: 0.964 1.828 2.305
H: 2.390 0.216 2.087
H: 1.503 -1.419 1.596
H: 2.537 -0.524 0.395
N: -1.271 1.103 -0.214
N: 0.707 0.380 0.765
O: -1.368 -1.049 -1.836

natural (NBO) atomic charge list, values in e, 2 entries:
1. C -0.6562
2. C 0.5031

(b)
# C6H8N2O

One molecule with the formula C6H8N2O (wB97M-V/def2-TZVPD, the Open Molecules 2025 dataset).

The LUMO energy comes out at 0.76 eV. Its SMILES is CC(=O)c1nccn1C. Its total charge is 0. The value obtained for the HOMO-LUMO gap is 9.7 eV.

Geometry (Å):
C: -2.355 -0.892 0.621
C: -1.527 -0.110 -0.402
C: -0.053 -0.391 -0.453
C: 1.821 -1.470 -0.367
C: 2.164 -0.121 -0.087
C: 0.661 1.967 0.112
H: -1.866 -0.779 1.575
H: -3.461 -0.793 0.578
H: -2.193 -1.937 0.512
H: 2.442 -2.204 -0.454
H: 2.938 0.453 -0.077
H: 1.673 2.464 -0.260
H: -0.234 2.264 -0.615
H: 0.684 2.019 1.251
N: 0.500 -1.622 -0.603
N: 0.906 0.521 -0.136
O: -2.101 0.631 -1.195

natural (NBO) atomic charge list, values in e, 2 entries:
1. C -0.7183
2. C 0.5600

(c)
# C6H8N2O

C6H8N2O as an isolated structure (wB97M-V/def2-TZVPD, the Open Molecules 2025 dataset).

The LUMO energy comes out at 0.69 eV. Its total charge is 0. The value obtained for the HOMO-LUMO gap is 10.6 eV.

Geometry (Å):
N: 2.509 -1.068 -0.148
C: 1.480 -0.509 -0.282
C: 0.038 -0.269 -0.167
C: -0.951 -1.227 0.571
C: -1.754 0.106 0.556
N: -0.445 0.853 0.720
C: -1.972 0.304 -0.945
C: -0.761 0.049 -1.448
H: -1.342 -2.085 0.013
H: -0.602 -1.511 1.572
H: -2.559 0.333 1.260
H: -0.100 0.698 1.670
H: -2.902 0.568 -1.443
H: -0.382 0.039 -2.466
O: 3.339 1.498 -0.103
H: 2.727 1.740 0.626
H: 3.677 0.483 0.015

natural (NBO) atomic charge list, values in e, 2 entries:
1. N -0.3476
2. C 0.3431

The winner here is (b), beating the second structure by 11.0 kcal/mol.

(a)
# C3H3O2

C3H3O2 as an isolated structure (wB97M-V/def2-TZVPD, the Open Molecules 2025 dataset).

The LUMO energy comes out at -7.02 eV. Its total charge is +1. The value obtained for the HOMO-LUMO gap is 8.4 eV.

Geometry (Å):
C: -0.851 0.628 -0.049
C: 0.995 0.406 0.663
C: -0.103 -0.466 -0.177
O: 0.246 1.405 0.685
O: 0.049 -1.584 -0.734
H: -1.805 1.019 0.018
H: 1.930 0.422 1.133
H: -0.460 -1.829 -1.539

natural (NBO) atomic charge list, values in e, 2 entries:
1. C 0.0319
2. C 0.5248

(b)
# C3H3O2

A 2-piece molecular cluster, C3H3O2 overall (wB97M-V/def2-TZVPD, the Open Molecules 2025 dataset).

The LUMO energy comes out at -6.07 eV. Its total charge is +1. The value obtained for the HOMO-LUMO gap is 9.2 eV.

Geometry (Å):
C: 0.060 0.492 0.687
C: 1.054 1.323 0.954
C: 0.375 0.242 -1.676
O: 2.089 1.796 1.043
O: 0.082 1.134 -2.310
H: -0.918 0.664 0.545
H: 0.047 -0.532 1.138
H: 0.673 -0.746 -1.287

natural (NBO) atomic charge list, values in e, 2 entries:
1. C -0.8561
2. C 0.8059

The winner here is (b), beating the second structure by 31.4 kcal/mol.

(a)
# C6H6N2O2

A 2-piece molecular cluster, C6H6N2O2 overall (wB97M-V/def2-TZVPD, the Open Molecules 2025 dataset).

The LUMO energy comes out at 0.32 eV. Its SMILES is O=c1cc[nH]c(=O)[nH]1.C#C. Its total charge is 0. The value obtained for the HOMO-LUMO gap is 9.8 eV.

Geometry (Å):
C: -0.831 -0.961 1.368
C: -0.254 -0.756 0.030
C: -0.072 0.482 -0.457
C: -0.934 1.516 1.597
C: 1.773 -1.292 -3.057
C: 1.806 -0.772 -1.926
H: -1.761 0.163 2.879
H: -0.036 -1.641 -0.572
H: 0.368 0.620 -1.469
H: -0.116 2.491 -0.047
H: 1.559 -1.352 -4.167
H: 2.193 -0.774 -0.783
N: -1.243 0.245 2.012
N: -0.346 1.561 0.333
O: -0.952 -2.013 1.990
O: -1.154 2.482 2.270

natural (NBO) atomic charge list, values in e, 2 entries:
1. C 0.6446
2. C -0.4207

(b)
# C6H6N2O2

A 2-piece molecular cluster, C6H6N2O2 overall (wB97M-V/def2-TZVPD, the Open Molecules 2025 dataset).

The LUMO energy (alpha / beta) comes out at -1.82 / -1.82 eV. Its total charge is 0. The value obtained for the HOMO-LUMO gap (alpha / beta) is 8.1 / 7.3 eV.

Geometry (Å):
C: 2.092 0.171 0.738
C: -1.117 1.461 -0.554
C: -0.748 -0.998 -0.257
C: 0.067 -1.126 -1.487
C: 1.326 1.138 1.318
C: -1.213 0.332 0.197
N: 2.651 -0.672 0.207
N: -1.015 2.423 -1.157
O: -0.987 -1.845 0.568
O: -1.996 0.264 1.263
H: -0.101 -0.232 -2.063
H: -0.335 -2.097 -2.021
H: 1.068 -1.041 -1.171
H: 0.880 0.908 2.250
H: 1.443 1.960 0.637
H: -2.014 -0.647 1.533

natural (NBO) atomic charge list, values in e, 2 entries:
1. C 0.1858
2. C 0.1714

The winner here is (a), beating the second structure by 45.9 kcal/mol.

(a)
# C6H6N2O2

A 2-piece molecular cluster, C6H6N2O2 overall (wB97M-V/def2-TZVPD, the Open Molecules 2025 dataset).

The LUMO energy comes out at 0.54 eV. Its SMILES is O=c1cc[nH]c(=O)[nH]1.C#C. Its total charge is 0. The value obtained for the HOMO-LUMO gap is 10.0 eV.

Geometry (Å):
C: -0.769 -0.569 -0.538
C: -1.041 0.875 -0.520
C: 0.056 1.699 -0.441
C: 1.675 -0.097 -0.837
C: -1.089 -0.338 2.924
C: -2.202 -0.054 2.642
H: 0.690 -1.907 -0.823
H: -2.051 1.205 -0.390
H: -0.070 2.747 -0.329
H: 2.117 1.812 -0.763
H: -0.017 -0.268 3.223
H: -3.289 0.190 2.402
N: 0.579 -0.917 -0.699
N: 1.343 1.216 -0.564
O: -1.613 -1.466 -0.516
O: 2.786 -0.405 -1.217

natural (NBO) atomic charge list, values in e, 2 entries:
1. C 0.6426
2. C -0.3760

(b)
# C6H6N2O2

One molecule with the formula C6H6N2O2 (wB97M-V/def2-TZVPD, the Open Molecules 2025 dataset).

The LUMO energy comes out at 0.12 eV. Its SMILES is NC(=O)c1cncc(O)c1. Its total charge is 0. The value obtained for the HOMO-LUMO gap is 9.2 eV.

Geometry (Å):
O: 1.587 2.378 -1.223
C: 0.735 1.649 -0.476
C: 0.809 0.264 -0.346
C: -0.120 -0.379 0.478
C: -1.212 0.362 0.940
N: -1.275 1.688 0.826
C: -0.342 2.319 0.120
C: -0.068 -1.861 0.680
N: -0.227 -2.672 -0.375
H: 2.206 1.819 -1.704
H: 1.508 -0.298 -0.970
H: -2.117 -0.156 1.264
H: -0.476 3.388 -0.069
O: -0.674 -2.401 1.653
H: 0.502 -2.623 -1.076
H: -0.835 -3.478 0.278

natural (NBO) atomic charge list, values in e, 2 entries:
1. O -0.6547
2. C 0.2616

The winner here is (a), beating the second structure by 10.2 kcal/mol.